Here is a molecular structure, C3H2EuO4 in a non-equilibrium geometry from OMol25. Energies are from ωB97M-V/def2-TZVPD.

```
10
Properties=species:S:1:pos:R:3:lowdin_spin:R:1
O -0.45900 0.82636 -2.23717 0.05
C 0.19355 -0.21150 -2.14872 0.02
O 0.99190 -0.88102 -2.70220 0.01
O -0.49821 -0.62947 -0.32136 0.01
C 0.25933 -0.72554 0.83271 0.00
C 0.19165 0.29310 1.71864 0.00
O -0.54011 1.38774 1.49413 0.01
Eu -1.66566 1.37402 -0.32032 6.90
H 0.80472 -1.65489 1.00700 0.00
H 0.72183 0.22119 2.67728 0.00
```

Computed properties:
Highest occupied orbital energy (alpha / beta) = -0.2213 / -0.2910 Eh
Orbital gap (alpha / beta) = 4.005 / 7.491 eV
Spin multiplicity = 8